Below is C17H43AsN2NaO3S4SbSi3 as an isolated structure, with properties calculated with wB97M-V/def2-TZVPD.

Last column: Löwdin charge in e.
Positions of all 75 atoms, in Å:
Na1 -1.956 -0.007 -1.455  0.041
C1 -4.965 2.616 -4.465  -0.088
N1 -4.482 1.242 -4.480  -0.146
C2 -3.726 0.879 -5.671  -0.046
C3 -4.184 0.574 -3.334  -0.446
O1 -3.633 -0.518 -3.324  0.053
C4 -4.529 1.282 -2.033  -0.157
O2 -4.138 0.438 -0.969  -0.161
C5 -4.040 1.130 0.254  -0.167
C6 -3.182 0.285 1.183  -0.478
O3 -2.685 -0.762 0.792  0.033
N2 -3.022 0.780 2.437  -0.133
C7 -3.314 2.184 2.709  -0.069
C8 -2.039 0.136 3.297  -0.038
H1 -5.428 2.822 -5.432  0.080
H2 -4.148 3.320 -4.295  0.010
H3 -5.725 2.757 -3.697  0.076
H4 -2.845 1.523 -5.752  0.089
H5 -4.359 0.996 -6.554  0.076
H6 -3.397 -0.151 -5.586  0.082
H7 -5.594 1.540 -1.958  0.129
H8 -3.931 2.206 -2.034  0.049
H9 -5.038 1.335 0.667  0.133
H10 -3.504 2.078 0.114  0.077
H11 -2.662 2.840 2.122  0.048
H12 -3.144 2.368 3.769  0.083
H13 -4.357 2.422 2.496  0.078
H14 -1.508 -0.616 2.722  0.063
H15 -2.520 -0.335 4.159  0.085
H16 -1.318 0.873 3.647  0.066
S1 1.569 3.837 -2.119  -0.223
As1 -0.147 2.587 -1.990  -0.504
S2 -0.816 2.290 0.096  -0.046
S3 0.307 0.565 -2.722  -0.086
S4 -1.880 3.292 -3.093  -0.116
C9 2.382 -2.487 -2.496  -0.247
Si1 3.140 -1.312 -1.249  0.239
C10 4.686 -2.194 -0.606  -0.245
C11 3.735 0.257 -2.050  -0.254
Sb1 1.364 -0.901 0.554  0.849
Si2 1.845 -2.930 2.021  0.239
C12 0.761 -2.788 3.569  -0.250
C13 1.239 -4.465 1.091  -0.251
C14 3.571 -3.410 2.642  -0.235
Si3 2.578 0.879 1.950  0.249
C15 1.370 1.547 3.216  -0.252
C16 4.072 0.232 2.910  -0.242
C17 3.164 2.290 0.905  -0.236
H17 3.098 -2.702 -3.298  0.024
H18 1.493 -2.028 -2.936  -0.014
H19 2.102 -3.433 -2.021  0.008
H20 5.437 -2.232 -1.405  0.020
H21 4.462 -3.223 -0.305  0.002
H22 5.126 -1.675 0.252  0.009
H23 4.154 0.017 -3.034  0.030
H24 4.527 0.718 -1.449  0.014
H25 2.922 0.974 -2.200  -0.049
H26 -0.292 -2.719 3.282  0.014
H27 1.010 -1.889 4.143  0.011
H28 0.881 -3.658 4.225  0.016
H29 0.214 -4.321 0.736  0.023
H30 1.259 -5.351 1.738  0.017
H31 1.868 -4.667 0.218  0.008
H32 4.077 -2.594 3.168  -0.003
H33 4.213 -3.726 1.817  0.000
H34 3.476 -4.255 3.336  0.017
H35 1.011 0.781 3.910  0.005
H36 0.525 1.978 2.668  -0.024
H37 1.854 2.344 3.795  0.026
H38 3.802 -0.555 3.624  0.000
H39 4.522 1.061 3.471  0.020
H40 4.829 -0.167 2.226  0.013
H41 2.356 2.705 0.291  -0.042
H42 3.973 2.002 0.228  0.011
H43 3.537 3.087 1.560  0.032

Forces on the atoms, in the same order (eV/Å):
0.445 -0.188 -0.007
0.024 -0.104 -0.005
-0.019 0.003 -0.064
-0.018 0.073 0.065
-0.001 0.022 0.003
0.009 0.101 0.069
-0.037 0.058 0.086
-0.290 0.189 -0.028
0.031 0.146 -0.145
-0.011 -0.060 -0.155
-0.222 0.027 0.223
0.121 0.006 0.015
0.006 -0.069 0.024
-0.033 0.090 -0.031
-0.007 -0.010 0.005
0.048 0.022 0.012
0.017 -0.027 -0.016
0.006 0.000 0.002
-0.013 0.005 -0.015
-0.017 -0.014 0.017
-0.042 -0.114 -0.047
0.008 0.055 0.031
0.013 -0.120 0.097
-0.018 0.040 -0.023
0.013 -0.006 -0.001
-0.015 -0.015 0.020
-0.007 -0.016 -0.014
0.021 -0.047 -0.032
-0.015 -0.009 0.014
0.008 0.016 -0.007
0.028 0.089 -0.011
-0.113 -0.208 0.081
0.048 -0.038 -0.017
0.003 -0.022 -0.113
-0.057 0.053 -0.056
-0.097 -0.074 -0.062
0.013 0.000 0.050
0.069 -0.110 0.082
0.098 0.209 0.031
-0.145 0.134 -0.089
0.134 -0.156 0.073
-0.021 0.058 0.021
-0.030 -0.005 -0.019
0.092 0.016 0.101
-0.025 -0.116 0.010
-0.096 0.093 0.039
0.073 -0.136 0.111
0.078 0.146 -0.150
-0.026 0.015 0.027
0.017 -0.040 0.003
-0.010 0.059 -0.046
-0.031 0.007 0.039
0.039 0.077 -0.013
-0.017 -0.053 -0.054
0.003 -0.012 -0.001
-0.072 -0.030 -0.085
0.131 -0.019 0.033
0.041 0.022 0.020
-0.022 -0.061 -0.033
0.012 0.017 -0.028
0.054 -0.012 0.009
0.006 0.045 -0.034
-0.041 0.016 0.056
-0.070 -0.132 -0.094
-0.029 0.048 0.051
0.000 0.030 -0.027
0.005 0.009 -0.025
0.043 -0.034 0.067
-0.036 -0.040 -0.010
0.041 0.144 -0.098
-0.015 -0.041 -0.040
-0.037 -0.010 0.081
0.060 -0.010 -0.019
-0.089 0.037 0.061
-0.016 -0.023 -0.014

LUMO	0.131	hartree
total charge	-2


Below is C8H20MnO4 as an isolated structure, with properties calculated with wB97M-V/def2-TZVPD.

Last column: Mulliken spin population.
Positions of all 33 atoms, in Å:
Mn1 -0.297 0.330 -0.269  4.822
C1 3.389 0.971 0.121  0.003
C2 2.850 0.830 -1.307  0.006
O1 1.474 0.829 -1.382  0.029
H1 4.485 0.975 0.193  -0.001
H2 3.047 0.134 0.743  0.001
H3 2.954 1.836 0.633  0.003
H4 3.181 -0.147 -1.705  -0.004
H5 3.244 1.647 -1.935  0.002
C3 -2.400 -2.334 -1.309  0.010
C4 -1.826 -1.465 -2.473  -0.004
O2 -1.389 -0.253 -2.067  0.034
H6 -2.869 -3.255 -1.689  0.000
H7 -3.172 -1.758 -0.793  0.004
H8 -1.580 -2.567 -0.628  -0.004
H9 -2.634 -1.414 -3.237  0.002
H10 -1.038 -2.114 -2.924  -0.002
C5 -2.026 4.195 1.072  0.012
C6 -1.655 2.701 0.965  -0.004
O3 -1.068 2.346 -0.246  0.041
H11 -1.136 4.745 0.747  0.000
H12 -2.322 4.418 2.100  -0.003
H13 -2.818 4.450 0.361  -0.002
H14 -2.596 2.130 1.099  -0.002
H15 -0.907 2.511 1.759  0.004
C7 1.437 -2.879 1.118  0.007
C8 0.415 -2.054 1.903  0.007
O4 -0.036 -0.893 1.360  0.042
H16 1.623 -3.774 1.721  -0.002
H17 2.320 -2.322 0.807  -0.001
H18 0.974 -3.209 0.180  0.000
H19 0.811 -1.882 2.930  0.003
H20 -0.438 -2.727 2.151  -0.002

Forces on the atoms, in the same order (eV/Å):
0.383 0.696 -1.641
-0.211 -0.337 0.567
-1.649 -0.450 0.238
0.107 0.010 0.681
0.067 0.225 -0.119
-0.038 -0.118 -0.263
0.198 0.247 -0.298
0.767 0.031 -0.154
0.435 0.046 -0.110
-0.027 0.304 -0.551
-0.137 -0.399 0.766
0.066 -0.186 0.567
0.152 -0.092 0.037
0.106 0.021 0.155
-0.152 -0.045 0.203
-0.047 0.147 -0.166
0.148 0.072 -0.218
0.406 -0.436 -0.666
0.575 -0.153 -1.232
-0.302 -0.211 0.873
-0.064 0.198 0.335
-0.028 0.312 0.039
-0.111 -0.046 0.138
0.100 -0.119 0.603
-0.528 -0.153 0.544
-0.854 -0.036 -0.505
-0.597 0.475 0.602
0.144 0.226 -0.455
0.546 -0.038 -0.092
0.177 -0.005 0.435
-0.022 -0.008 0.058
0.437 0.127 -0.049
-0.050 -0.305 -0.322

multiplicity	6
LUMO (alpha / beta)	0.224 / 0.224	hartree
total charge	-2
<S²>	8.754
energy above the lowest of the compared OMol25 structures with the same formula, charge and spin	16.3	kcal per mole


Below is one molecule with the formula C4H5N, with properties calculated with wB97M-V/def2-TZVPD.

Last column: Löwdin charge in e.
Positions of all 10 atoms, in Å:
C1 1.119 -0.720 0.780  0.044
N1 1.362 1.058 -0.845  0.134
C2 0.678 0.228 -0.175  -0.470
H1 0.869 1.474 -1.629  0.059
H2 2.171 -0.815 1.018  0.061
H3 0.505 -1.597 0.930  0.061
C3 -0.948 0.234 0.051  -0.197
C4 -2.050 0.134 -0.495  0.140
H4 -3.050 0.021 -0.837  0.033
H5 -0.657 -0.018 1.203  0.135

Forces on the atoms, in the same order (eV/Å):
0.951 -0.324 -0.179
0.453 -0.319 -0.066
-1.877 0.420 -0.118
-0.260 0.155 0.263
0.032 0.019 -0.137
-0.111 0.153 0.254
3.339 -0.895 1.924
-1.279 0.077 -0.991
-0.053 0.081 0.030
-1.195 0.633 -0.981

LUMO (alpha / beta)	-0.033 / -0.013	hartree
energy above the lowest of the compared OMol25 structures with the same formula, charge and spin	139.2	kcal per mole


Below is one molecule with the formula C2H4INO2, with properties calculated with wB97M-V/def2-TZVPD.

Last column: Löwdin charge in e.
Positions of all 10 atoms, in Å:
C1 -0.873 -0.785 -0.045  -0.183
C2 0.406 -0.184 0.432  -0.650
N1 0.512 1.319 -0.212  -0.424
O1 -0.522 1.926 -0.138  0.073
O2 1.623 1.666 -0.483  -0.003
I1 2.215 -1.247 -0.120  0.849
H1 -1.108 -0.593 -1.160  0.108
H2 -1.729 -0.150 0.387  0.111
H3 -0.851 -1.844 -0.152  0.048
H4 0.328 -0.108 1.490  0.070

Forces on the atoms, in the same order (eV/Å):
-1.899 2.218 -2.891
0.422 0.417 -2.166
0.450 -2.738 2.728
-0.034 0.805 -0.687
-0.239 1.128 -0.764
-0.794 0.182 0.345
0.997 0.278 1.270
0.980 -1.902 0.025
-0.485 -0.952 1.349
0.603 0.565 0.790

LUMO	0.006	hartree
SMILES	C[C@@H](I)[N+](=O)[O-]
energy above the lowest of the compared OMol25 structures with the same formula, charge and spin	81.0	kcal per mole


Below is a 10-piece molecular cluster, C21H62O10 overall, with properties calculated with wB97M-V/def2-TZVPD.

Last column: Löwdin charge in e.
Positions of all 93 atoms, in Å:
C1 4.728 -6.072 1.182  -0.098
C2 3.466 -6.161 2.098  -0.292
O1 2.280 -6.192 1.264  -0.090
H1 4.880 -7.043 0.711  0.068
H2 5.587 -5.718 1.752  0.064
H3 4.587 -5.213 0.526  0.070
H4 3.561 -5.231 2.660  0.102
H5 3.591 -7.005 2.777  0.102
H6 2.189 -7.054 0.852  0.074
C3 -7.143 -1.446 -4.284  -0.084
C4 -8.005 -0.523 -3.391  -0.280
O2 -9.371 -0.699 -3.874  -0.107
H7 -7.027 -2.456 -3.890  0.068
H8 -6.112 -1.119 -4.149  0.060
H9 -7.322 -1.409 -5.359  0.075
H10 -7.683 0.516 -3.316  0.101
H11 -8.064 -0.818 -2.344  0.100
H12 -9.830 0.125 -3.697  0.067
C5 -3.894 6.405 -3.292  -0.091
C6 -2.767 5.708 -2.502  -0.328
O3 -2.330 4.577 -3.215  -0.079
H13 -3.571 6.860 -4.228  0.068
H14 -4.413 7.221 -2.790  0.067
H15 -4.591 5.603 -3.533  0.067
H16 -3.192 5.485 -1.523  0.105
H17 -1.874 6.323 -2.399  0.109
H18 -2.963 3.873 -3.051  0.081
C7 -3.570 -6.336 5.501  -0.103
C8 -2.213 -6.192 6.078  -0.362
O4 -1.643 -4.986 5.684  -0.074
H19 -4.174 -7.189 5.812  0.072
H20 -3.578 -6.592 4.442  0.072
H21 -4.199 -5.466 5.688  0.084
H22 -1.429 -6.899 5.806  0.114
H23 -2.316 -6.222 7.163  0.113
H24 -1.565 -5.099 4.734  0.083
C9 0.838 4.269 -8.695  -0.098
C10 1.639 3.340 -7.813  -0.332
O5 2.016 4.114 -6.685  -0.078
H25 1.194 5.297 -8.764  0.076
H26 -0.188 4.295 -8.328  0.071
H27 0.862 3.908 -9.723  0.068
H28 2.567 2.993 -8.269  0.104
H29 1.200 2.352 -7.672  0.108
H30 1.271 4.128 -6.079  0.081
C11 0.499 -0.467 -0.212  -0.095
C12 -0.766 -0.495 0.625  -0.321
O6 -2.016 -0.232 -0.004  -0.085
H31 0.497 0.220 -1.059  0.071
H32 0.644 -1.363 -0.816  0.067
H33 1.402 -0.335 0.384  0.076
H34 -0.706 0.271 1.398  0.106
H35 -0.755 -1.511 1.022  0.105
H36 -2.720 -0.227 0.649  0.077
C13 6.714 3.558 -1.061  -0.111
C14 7.277 2.338 -1.642  -0.381
O7 8.657 2.321 -1.441  -0.065
H37 5.657 3.712 -1.277  0.083
H38 7.323 4.322 -1.544  0.082
H39 6.903 3.557 0.013  0.080
H40 6.994 2.095 -2.667  0.123
H41 6.812 1.580 -1.012  0.103
H42 8.860 2.394 -0.505  0.086
C15 -8.195 1.380 4.071  -0.076
C16 -7.011 1.174 5.057  -0.312
O8 -6.244 0.098 4.523  -0.099
H43 -8.719 2.236 4.498  0.063
H44 -8.912 0.566 3.961  0.074
H45 -7.793 1.712 3.114  0.069
H46 -7.360 0.903 6.053  0.101
H47 -6.306 1.992 5.206  0.107
H48 -5.427 0.165 5.023  0.073
C17 7.012 -5.394 -5.154  -0.107
C18 8.372 -4.746 -5.214  -0.312
O9 9.222 -5.614 -5.985  -0.090
H49 6.692 -5.648 -6.165  0.069
H50 6.232 -4.852 -4.619  0.074
H51 7.130 -6.407 -4.771  0.073
H52 8.731 -4.569 -4.200  0.110
H53 8.315 -3.808 -5.765  0.106
H54 9.112 -5.367 -6.906  0.077
C19 0.275 3.597 8.016  -0.072
C20 1.071 3.517 6.770  -0.549
C21 1.421 4.793 6.121  -0.059
O10 2.295 2.999 7.203  -0.060
H55 -0.045 2.673 8.498  0.081
H56 -0.643 4.096 7.704  0.078
H57 0.735 4.162 8.827  0.092
H58 0.646 2.799 6.068  0.140
H59 0.491 5.340 5.967  0.083
H60 1.952 4.679 5.176  0.085
H61 2.085 5.434 6.702  0.091
H62 2.163 2.097 7.504  0.090

Forces on the atoms, in the same order (eV/Å):
-0.823 0.325 0.882
1.426 0.405 -1.674
0.488 0.355 1.228
0.373 0.375 -0.386
0.242 -0.696 0.313
-0.295 -0.504 -0.644
-1.121 -0.050 0.178
-0.508 -0.091 0.020
0.209 -0.117 0.086
1.402 0.811 1.380
-1.214 -1.422 -0.515
0.585 0.831 0.070
-0.877 -0.185 -0.256
0.289 0.350 -0.199
-0.511 0.005 0.292
-0.032 0.158 -0.829
0.622 -0.515 0.073
-0.263 -0.034 -0.014
0.290 0.007 -0.199
-0.544 1.220 -0.588
0.090 -0.577 0.155
0.333 -0.329 -0.105
0.005 -0.240 0.496
-0.349 0.217 -0.074
0.358 -0.299 0.235
-0.186 0.182 0.206
0.024 -0.190 -0.137
-1.503 -1.225 -1.085
0.474 -0.620 1.018
0.227 1.417 -0.235
0.298 -0.189 0.915
0.365 0.729 -0.453
0.284 0.163 -0.095
-0.693 -1.082 0.019
0.319 0.284 0.117
0.237 0.531 -0.208
-0.459 -0.639 -0.919
1.138 0.818 -0.721
0.055 -0.936 0.812
0.378 -0.184 0.478
-0.144 0.092 -0.206
-0.423 -0.162 -0.131
0.349 0.658 -0.279
-0.854 0.248 0.811
-0.051 0.106 0.172
-0.215 -0.011 -1.819
0.009 0.088 0.753
0.347 -0.160 -1.316
-0.125 0.922 0.496
-0.160 -0.640 0.519
-0.242 0.136 0.122
0.499 -0.302 0.445
-0.347 0.059 0.647
0.220 -0.090 0.155
0.031 1.801 -0.669
-1.050 -1.948 1.388
1.175 -0.267 -0.828
0.028 0.001 0.101
-0.385 0.809 0.354
-0.152 0.187 0.026
0.484 0.413 -0.097
0.034 -1.007 -0.316
-0.167 0.010 0.041
1.001 1.522 1.169
-0.778 -1.201 -0.851
0.451 -0.066 0.315
-0.450 0.099 -0.229
0.489 -0.194 0.182
-0.125 -0.275 -0.096
-0.333 -0.034 0.125
-0.578 0.728 -0.411
0.330 -0.581 -0.206
-0.200 -0.937 -0.389
-0.553 -0.111 -0.925
0.354 0.172 0.723
-0.303 0.590 -0.237
0.126 0.027 -0.007
-0.004 0.097 0.685
0.565 -0.158 -0.244
-0.019 0.356 0.388
0.033 -0.037 0.008
-2.275 1.076 0.430
1.241 -1.384 0.917
-0.489 1.498 -0.683
2.200 -1.122 -0.176
0.262 -0.441 -0.522
-0.476 0.216 0.556
0.278 0.312 -0.385
-0.466 0.184 -0.288
0.069 0.283 -0.342
-0.280 -0.323 -0.102
-0.147 -0.234 0.509
0.082 -0.067 0.083

LUMO	0.007	hartree
SMILES	CC(C)O.CCO.CCO.CCO.CCO.CCO.CCO.CCO.CCO.CCO
energy above the lowest of the compared OMol25 structures with the same formula, charge and spin	141.6	kcal per mole